{
  "formula": "C5H12N2O",
  "method": "wB97M-V/def2-TZVPD",
  "symbols": ["C", "C", "C", "C", "N", "C", "N", "O", "H", "H", "H", "H", "H", "H", "H", "H", "H", "H", "H", "H"],
  "xyz": [[-0.710, 1.330, -1.171], [-1.900, 0.987, -0.547], [1.625, -0.915, -0.460], [1.253, 0.901, 1.094], [0.621, -0.012, 0.129], [-0.549, -0.715, 0.758], [-0.941, -1.845, 0.046], [-0.912, -0.468, 1.887], [-1.651, -1.693, -0.654], [-1.134, -2.656, 0.612], [-0.296, 2.324, -1.040], [-0.579, 1.021, -2.205], [-2.597, 0.331, -1.049], [-2.176, 1.518, 0.353], [2.014, -1.643, 0.257], [1.184, -1.481, -1.278], [1.776, 0.355, 1.880], [1.998, 1.512, 0.584], [0.477, 1.491, 1.575], [2.498, -0.343, -0.774]],
  "nbo_charge": [-0.308, -0.534, -0.408, -0.418, -0.485, 0.853, -0.913, -0.572, 0.401, 0.397, 0.198, 0.189, 0.191, 0.206, 0.177, 0.219, 0.185, 0.197, 0.225, 0.201],
  "smiles": "CN(C)C(N)=O.C=C",
  "orbital_gap_ev": 8.85,
  "e_above_lowest_kj_mol": 339.1
}

---

{
  "formula": "C60H77F7N6O6",
  "method": "wB97M-V/def2-TZVPD",
  "symbols": ["F", "C", "C", "C", "C", "C", "C", "H", "H", "H", "H", "H", "F", "C", "C", "C", "C", "C", "C", "H", "H", "H", "H", "H", "F", "C", "C", "C", "C", "C", "C", "H", "H", "H", "H", "H", "F", "C", "C", "C", "C", "C", "C", "H", "H", "H", "H", "H", "F", "C", "C", "C", "C", "C", "C", "H", "H", "H", "H", "H", "F", "C", "C", "C", "C", "C", "C", "H", "H", "H", "H", "H", "F", "C", "C", "C", "C", "C", "C", "H", "H", "H", "H", "H", "C", "O", "N", "C", "C", "H", "H", "H", "H", "H", "H", "H", "C", "O", "N", "C", "C", "H", "H", "H", "H", "H", "H", "H", "C", "O", "N", "C", "C", "H", "H", "H", "H", "H", "H", "H", "C", "O", "N", "C", "C", "H", "H", "H", "H", "H", "H", "H", "C", "O", "N", "C", "C", "H", "H", "H", "H", "H", "H", "H", "C", "O", "N", "C", "C", "H", "H", "H", "H", "H", "H", "H"],
  "xyz": [[-2.898, 1.133, -3.307], [-4.230, 1.056, -3.115], [-5.183, 1.024, -4.135], [-6.553, 0.995, -3.752], [-6.980, 0.956, -2.407], [-5.950, 1.008, -1.506], [-4.605, 1.044, -1.772], [-4.908, 1.077, -5.178], [-7.281, 1.079, -4.545], [-8.012, 0.754, -2.159], [-6.219, 0.774, -0.486], [-3.941, 0.959, -0.925], [-3.984, -2.138, 0.309], [-3.312, -2.707, 1.293], [-3.323, -2.089, 2.528], [-2.695, -2.789, 3.616], [-2.058, -3.984, 3.357], [-2.029, -4.558, 2.061], [-2.633, -3.900, 1.016], [-3.769, -1.139, 2.786], [-2.767, -2.294, 4.573], [-1.675, -4.622, 4.140], [-1.455, -5.473, 2.023], [-2.614, -4.279, 0.004], [1.506, -5.264, 2.126], [1.939, -4.236, 2.850], [2.958, -4.424, 3.782], [3.368, -3.397, 4.605], [2.737, -2.104, 4.507], [1.795, -1.886, 3.541], [1.383, -2.916, 2.719], [3.386, -5.404, 3.935], [4.129, -3.575, 5.350], [2.959, -1.287, 5.178], [1.272, -0.949, 3.419], [0.567, -2.831, 2.016], [0.756, -2.255, -9.152], [0.243, -1.901, -7.960], [-0.518, -0.722, -7.818], [-1.032, -0.490, -6.547], [-0.816, -1.320, -5.451], [-0.012, -2.444, -5.642], [0.471, -2.742, -6.892], [-0.803, -0.044, -8.609], [-1.683, 0.371, -6.522], [-1.230, -0.998, -4.507], [0.146, -3.198, -4.885], [0.994, -3.675, -7.040], [8.069, 1.238, 2.801], [7.009, 0.681, 2.263], [6.370, 1.258, 1.201], [5.222, 0.646, 0.653], [4.709, -0.599, 1.203], [5.455, -1.215, 2.192], [6.603, -0.558, 2.662], [6.661, 2.200, 0.761], [4.721, 1.118, -0.179], [3.772, -0.963, 0.807], [5.060, -2.088, 2.690], [7.159, -1.078, 3.428], [-0.467, 6.505, -0.311], [-1.427, 5.627, -0.501], [-1.179, 4.236, -0.733], [-2.292, 3.456, -1.077], [-3.579, 4.008, -1.129], [-3.797, 5.398, -0.949], [-2.695, 6.250, -0.668], [-0.182, 3.824, -0.782], [-2.150, 2.401, -1.262], [-4.440, 3.367, -1.253], [-4.736, 5.932, -0.964], [-2.831, 7.321, -0.663], [2.700, 3.065, -6.396], [2.224, 2.769, -5.184], [1.394, 1.648, -5.064], [0.852, 1.332, -3.870], [1.130, 2.096, -2.714], [1.962, 3.210, -2.790], [2.466, 3.570, -4.063], [1.145, 0.970, -5.867], [0.247, 0.444, -3.756], [0.705, 1.888, -1.743], [2.199, 3.775, -1.901], [3.082, 4.434, -4.263], [-0.799, 0.190, 1.019], [-0.220, 0.763, 1.952], [-0.147, -0.465, 0.009], [-0.771, -1.035, -1.152], [1.274, -0.391, -0.096], [-1.890, 0.150, 0.878], [-1.312, -0.281, -1.725], [-1.510, -1.786, -0.871], [-0.109, -1.568, -1.835], [1.628, -1.421, -0.135], [1.523, 0.044, -1.064], [1.771, 0.183, 0.686], [4.505, -1.110, -2.835], [3.770, -0.286, -2.352], [4.055, -2.174, -3.488], [2.691, -2.402, -3.916], [5.007, -2.952, -4.267], [5.601, -1.132, -2.729], [2.017, -1.838, -3.271], [2.384, -3.445, -3.834], [2.501, -2.051, -4.930], [4.839, -4.008, -4.056], [4.964, -2.716, -5.330], [6.017, -2.783, -3.894], [3.417, 4.314, 1.259], [3.800, 3.520, 0.417], [2.202, 4.299, 1.854], [1.822, 5.357, 2.721], [1.244, 3.220, 1.665], [4.009, 5.147, 1.670], [1.293, 4.955, 3.585], [1.118, 5.963, 2.151], [2.553, 6.063, 3.116], [1.566, 2.587, 0.839], [1.208, 2.587, 2.551], [0.240, 3.494, 1.339], [-1.519, 0.397, 5.283], [-2.564, 0.849, 4.801], [-1.376, -0.057, 6.544], [-0.198, -0.638, 7.094], [-2.464, 0.206, 7.492], [-0.594, 0.210, 4.716], [0.211, 0.085, 7.800], [0.502, -0.907, 6.303], [-0.303, -1.536, 7.704], [-2.091, 0.961, 8.184], [-3.285, 0.763, 7.040], [-2.808, -0.666, 8.049], [-0.787, -5.320, -2.529], [-0.256, -4.205, -2.549], [-0.641, -6.217, -1.528], [-1.557, -7.349, -1.539], [0.328, -6.079, -0.419], [-1.369, -5.699, -3.384], [-2.258, -7.494, -2.361], [-2.150, -7.037, -0.680], [-0.945, -8.237, -1.378], [-0.222, -6.195, 0.515], [1.144, -6.802, -0.394], [0.781, -5.090, -0.479], [-1.991, 4.450, 4.645], [-1.757, 5.355, 5.443], [-2.759, 4.576, 3.535], [-2.895, 3.523, 2.494], [-3.500, 5.742, 3.150], [-1.657, 3.404, 4.734], [-3.870, 3.035, 2.502], [-2.163, 2.745, 2.708], [-2.775, 3.924, 1.488], [-3.384, 6.557, 3.865], [-3.162, 6.044, 2.159], [-4.512, 5.348, 3.056]],
  "mulliken_charge": [0.030, 0.767, -0.956, -0.258, -0.965, -0.336, -0.627, 0.452, 0.365, 0.433, 0.370, 0.779, -0.360, 0.556, -0.638, -0.481, -0.932, -0.314, -0.058, 0.535, 0.459, 0.402, 0.439, 0.337, -0.227, -0.362, -0.460, -0.916, -0.382, -0.493, 0.105, 0.442, 0.414, 0.506, 0.411, 0.920, -0.351, 0.451, -0.662, -0.569, -0.532, -0.082, -0.581, 0.465, 0.337, 0.456, 0.642, 0.458, -0.340, 0.215, -0.498, -0.640, -0.171, -0.532, -0.289, 0.466, 0.583, 0.372, 0.414, 0.386, -0.418, 0.383, -0.233, 0.159, -0.560, -0.476, -0.936, 0.798, -0.020, 0.340, 0.421, 0.449, -0.342, 0.048, 0.213, 0.201, 0.360, -0.726, -0.582, 0.389, -0.383, 0.074, 0.289, 0.421, -0.470, -0.560, 1.727, -0.091, -0.998, 0.365, -0.043, -0.137, -0.176, 0.548, -0.307, 0.173, 0.054, -0.405, 0.304, -0.645, -1.084, 0.245, -0.304, 0.354, 0.494, 0.306, 0.316, 0.385, -0.123, -0.444, 0.458, -0.912, -0.230, 0.279, 0.298, 0.260, 0.354, -0.462, 0.636, -0.147, 0.734, -0.697, 0.229, -0.596, -1.114, -0.099, 0.355, -0.077, 0.330, 0.424, 0.273, 0.311, -0.085, -0.399, 0.225, -0.911, -0.527, 0.304, 0.344, 0.325, 0.292, 0.054, 0.351, 0.097, 0.388, -0.675, 0.146, 0.292, -0.862, 0.162, 0.355, -0.316, -0.323, 0.365, 0.162, 0.324],
  "orbital_gap_ev": 8.90
}

---

Question: Number 1 is which compound?
Answer: C5H12N2O